# C25H22N7OSZr

A molecular structure, C25H22N7OSZr in a non-equilibrium geometry (ωB97M-V with the def2-TZVPD basis set, OMol25).

As for the total charge: +3. Its LUMO energy is -9.5 eV. The orbital gap comes out at 0.256 Ha. As for the spin multiplicity: 1. The energy relative to the best compared isomer or geometry (same formula, charge and spin) comes out at 23.0 kJ/mol. For the HOMO energy, the calculation gives -16.47 eV.

Each line ends with the natural charge from an NBO analysis.
Geometry (Å):
H1 -3.624 4.260 -0.366  0.2680
N1 -1.832 -0.758 1.569  -0.5933
H2 3.594 3.772 3.854  0.2519
O1 0.552 1.014 2.032  -0.8083
H3 1.462 1.988 -1.495  0.2327
C1 1.032 2.249 2.234  0.3596
H4 -4.554 -2.863 3.304  0.2674
C2 -2.407 -1.717 -2.249  0.3915
C3 -3.064 -0.266 1.748  0.0917
H5 -3.247 0.745 1.377  0.2300
C4 -1.528 -1.990 2.050  0.1815
C5 0.470 -3.550 2.404  -0.1856
C6 2.164 1.184 -1.257  0.0935
H6 -3.813 -2.086 -3.697  0.4315
H7 2.291 -4.658 2.574  0.2679
H8 0.286 5.558 1.854  0.2245
H9 -2.703 1.796 -1.213  0.2522
C7 2.510 -0.819 -0.119  0.1662
N2 -1.109 2.215 0.162  -0.7266
H10 3.780 1.943 -2.455  0.2705
H11 -2.078 -3.075 -0.777  0.4205
C8 -4.076 -0.988 2.369  -0.2077
C9 0.333 3.404 1.784  -0.2161
C10 2.208 2.408 2.972  -0.2616
N3 1.711 0.226 -0.445  -0.6018
H12 -3.369 -3.472 -1.838  0.4259
H13 -1.910 5.079 1.274  0.4623
C11 3.445 1.159 -1.794  -0.2012
C12 -3.785 -2.265 2.835  -0.0848
C13 -2.496 -2.765 2.691  -0.1938
H14 -2.866 -0.663 -3.916  0.4428
H15 -5.062 -0.566 2.489  0.2694
H16 -2.266 -3.751 3.067  0.2551
C14 -0.122 -2.424 1.830  0.1995
C15 1.811 -3.794 2.143  -0.0876
C16 1.971 4.796 2.900  -0.1941
C17 -0.852 3.274 0.955  0.4553
C18 3.808 -0.901 -0.618  -0.1805
H17 2.720 1.519 3.314  0.2388
H18 -0.083 -4.212 3.051  0.2568
H19 4.451 -1.732 -0.379  0.2544
H20 5.278 0.044 -1.867  0.2679
S1 -1.129 -0.678 -1.808  -0.2762
C19 -2.749 3.708 -0.089  -0.0217
H21 3.585 -3.107 1.170  0.2570
N4 -1.836 4.185 0.806  -0.4652
N5 -2.716 -2.779 -1.499  -0.7460
C20 -2.297 2.487 -0.487  -0.0916
H22 2.329 5.776 3.174  0.2545
C21 0.815 4.668 2.159  -0.1347
N6 0.579 -1.620 1.012  -0.6077
C22 2.538 -2.926 1.337  -0.1981
N7 -3.105 -1.456 -3.340  -0.7189
C23 1.884 -1.828 0.773  0.2873
C24 4.277 0.097 -1.464  -0.0813
Zr1 -0.236 0.319 0.504  2.2853
C25 2.680 3.666 3.290  -0.1289